[1]
DFT (wB97M-V/def2-TZVPD) results for an isolated molecule of C22H25N3O3.

```
53
C22H25N3O3 (wB97M-V/def2-TZVPD)
C 4.89 -2.00 -0.41
H 4.29 -1.44 -1.12
H 5.10 -1.36 0.45
H 5.84 -2.25 -0.88
C 4.16 -3.27 0.01
C 4.02 -4.21 -1.19
H 3.42 -3.73 -1.97
H 4.99 -4.45 -1.61
H 3.53 -5.14 -0.91
C 2.77 -2.97 0.58
H 2.20 -2.37 -0.13
C 2.83 -2.21 1.92
N 1.49 -1.97 2.43
C 0.89 -0.77 2.30
O 1.45 0.22 1.88
C -0.57 -0.74 2.76
N -1.27 0.26 1.99
C -1.31 0.23 0.62
O -0.95 -0.68 -0.07
C -1.95 1.56 0.19
N -2.17 2.20 1.47
C -1.71 1.48 2.52
O -1.70 1.76 3.69
H -2.40 3.17 1.56
C -3.24 1.21 -0.52
C -4.48 1.45 0.05
C -5.64 1.10 -0.63
C -5.56 0.49 -1.87
C -4.32 0.24 -2.44
C -3.17 0.59 -1.77
H -2.20 0.39 -2.20
H -4.26 -0.24 -3.40
H -6.47 0.22 -2.40
H -6.60 1.29 -0.18
H -4.55 1.91 1.02
C -1.02 2.39 -0.67
C 0.36 2.31 -0.48
C 1.20 3.11 -1.23
C 0.69 4.00 -2.16
C -0.68 4.10 -2.33
C -1.53 3.30 -1.58
H -2.60 3.38 -1.72
H -1.09 4.80 -3.04
H 1.35 4.62 -2.74
H 2.27 3.03 -1.09
H 0.77 1.62 0.24
H -1.05 -1.71 2.64
H -0.62 -0.42 3.81
H 0.94 -2.77 2.68
H 3.39 -2.79 2.66
H 3.29 -1.23 1.79
H 2.24 -3.91 0.74
H 4.75 -3.78 0.78
```

Calculated values
Total energy: -33835.1721 eV
Gap between HOMO and LUMO: 9.9 eV
Multiplicity: 1
Energy relative to the best compared isomer or geometry (same formula, charge and spin): 8.3 kcal per mole
SMILES string: CC(C)CCNC(=O)CN1C(=O)NC(c2ccccc2)(c2ccccc2)C1=O
LUMO level: 0.7392 eV
Total charge: 0
Molar mass: 379.5 g mol⁻¹
Strongest force on any atom: 0.55 eV/A

Mulliken atomic charge list, values in e, 8 entries: -1.471, 0.313, 0.367, 0.428, 0.713, -1.591, 0.343, 0.429

[2]
DFT (wB97M-V/def2-TZVPD) results for an isolated molecule of C22H25N3O3S.

```
54
C22H25N3O3S (wB97M-V/def2-TZVPD)
C 2.27 -0.88 -3.44
C 3.47 0.02 -3.20
O 3.03 1.36 -3.13
C 4.09 2.28 -3.03
C 3.52 3.70 -2.96
H 4.32 4.42 -3.11
H 2.78 3.81 -3.75
C 2.85 3.98 -1.61
N 1.83 3.00 -1.31
C 0.62 3.11 -1.94
S 0.18 4.40 -2.86
N -0.28 2.10 -1.76
C -0.03 0.98 -1.02
C -0.98 -0.04 -0.90
C -0.70 -1.15 -0.12
C 0.54 -1.27 0.52
C 1.48 -0.27 0.39
C 1.20 0.86 -0.37
C 2.21 1.91 -0.52
O 3.30 1.87 0.01
H 2.44 -0.34 0.86
H 0.77 -2.16 1.10
C -1.76 -2.20 -0.02
O -2.51 -2.47 -0.94
N -1.81 -2.83 1.18
H -1.30 -2.43 1.96
C -2.91 -3.70 1.53
H -2.57 -4.40 2.29
H -3.19 -4.25 0.62
C -4.13 -2.91 2.04
C -3.74 -2.04 3.20
C -3.26 -0.75 2.98
C -2.84 0.03 4.04
C -2.89 -0.46 5.33
C -3.37 -1.74 5.56
C -3.79 -2.52 4.50
H -4.16 -3.52 4.68
H -3.42 -2.12 6.57
H -2.57 0.15 6.16
H -2.47 1.03 3.86
H -3.22 -0.36 1.98
H -4.51 -2.29 1.22
H -4.91 -3.61 2.33
H -1.93 0.02 -1.41
H -1.15 2.20 -2.25
H 3.59 3.93 -0.80
H 2.39 4.97 -1.62
H 4.69 2.07 -2.13
H 4.75 2.19 -3.91
H 3.98 -0.26 -2.27
H 4.19 -0.09 -4.03
H 1.58 -0.83 -2.61
H 1.75 -0.57 -4.34
H 2.60 -1.91 -3.57
```

Calculated values
Total energy: -44669.9954 eV
Gap between HOMO and LUMO: 8.3 eV
Multiplicity: 1
Energy relative to the best compared isomer or geometry (same formula, charge and spin): 0.0 kcal per mole
SMILES string: CCOCCCn1c(=S)[nH]c2cc(C(=O)NCCc3ccccc3)ccc2c1=O
LUMO level: -0.1360 eV
Total charge: 0
Molar mass: 411.5 g mol⁻¹
Strongest force on any atom: 0.80 eV/A

Mulliken atomic charge list, values in e, 8 entries: -0.878, -0.382, -0.247, -0.698, -0.465, 0.446, 0.279, -1.385

[3]
DFT (wB97M-V/def2-TZVPD) results for an isolated molecule of C22H25N3O7S at a distorted geometry.

```
58
C22H25N3O7S (wB97M-V/def2-TZVPD)
C -1.93 -3.17 -0.52
C -3.23 -2.77 -1.18
H -3.99 -3.55 -1.10
H -3.09 -2.54 -2.24
O -3.72 -1.59 -0.52
C -4.97 -1.21 -0.80
O -5.70 -1.81 -1.55
C -5.35 -0.01 -0.04
C -6.62 0.19 0.45
N -6.58 1.30 1.25
C -5.33 1.81 1.30
C -4.52 1.03 0.49
C -3.14 1.39 0.17
O -2.42 2.01 0.93
C -2.68 1.04 -1.23
H -2.37 -0.01 -1.27
H -3.47 1.22 -1.97
S -1.23 2.03 -1.70
C -0.02 0.97 -1.11
N -0.16 -0.27 -0.74
N 1.07 -0.71 -0.40
C 1.90 0.27 -0.57
C 3.32 0.27 -0.33
C 4.08 1.41 -0.57
C 5.44 1.39 -0.34
C 6.07 0.21 0.14
C 5.29 -0.93 0.38
C 3.92 -0.89 0.14
H 3.29 -1.74 0.31
O 5.92 -2.05 0.85
C 5.15 -3.20 1.10
H 4.67 -3.57 0.19
H 4.38 -3.02 1.87
H 5.85 -3.95 1.47
O 7.40 0.36 0.31
C 8.22 -0.71 0.73
H 7.96 -1.06 1.73
H 8.19 -1.55 0.04
H 9.23 -0.29 0.75
O 6.28 2.44 -0.54
C 5.73 3.65 -1.00
H 4.99 4.05 -0.31
H 5.27 3.53 -1.99
H 6.57 4.33 -1.08
H 3.58 2.30 -0.93
O 1.26 1.39 -1.03
C -5.02 3.03 2.08
H -4.01 3.36 1.86
H -5.73 3.83 1.85
H -5.08 2.82 3.15
H -7.38 1.68 1.74
C -7.87 -0.58 0.25
H -8.65 0.05 -0.18
H -8.24 -0.97 1.20
H -7.68 -1.41 -0.43
H -1.51 -4.03 -1.03
H -1.22 -2.35 -0.56
H -2.10 -3.42 0.53
```

Calculated values
Total energy: -52856.3798 eV
Gap between HOMO and LUMO: 8.2 eV
Multiplicity: 1
Energy relative to the best compared isomer or geometry (same formula, charge and spin): 57.7 kcal per mole
SMILES string: CCOC(=O)c1c(C)[nH]c(C)c1C(=O)CSc1nnc(-c2cc(OC)c(OC)c(OC)c2)o1
LUMO level: 0.6265 eV
Total charge: 0
Molar mass: 475.5 g mol⁻¹
Strongest force on any atom: 1.68 eV/A

Mulliken atomic charge list, values in e, 8 entries: -0.727, -0.397, 0.444, 0.281, -0.245, 0.149, -0.635, 1.262

[4]
DFT (wB97M-V/def2-TZVPD) results for a structure of composition C22H25N3OS at a distorted geometry.

```
52
C22H25N3OS (wB97M-V/def2-TZVPD)
C -3.39 -3.00 -2.27
H -2.27 -3.13 -2.02
H -3.28 -2.18 -3.19
H -3.75 -3.99 -2.77
C -4.30 -2.70 -1.37
C -3.95 -1.29 -0.61
N -2.94 -0.78 -0.96
C -2.37 0.60 -0.94
C -1.03 0.73 -0.71
C -0.35 1.90 -0.44
C -1.23 3.29 -0.43
C -2.64 3.09 -0.77
C -3.10 1.57 -0.95
S -4.86 1.75 -1.07
C -5.26 0.64 0.20
C -6.12 1.15 1.45
C -6.32 0.26 2.49
C -5.87 -0.91 2.64
C -4.93 -1.28 1.50
C -4.77 -0.59 0.54
H -4.68 -2.39 1.57
H -6.17 -1.36 3.59
H -6.99 0.94 3.27
H -6.51 2.23 1.39
H -3.16 4.05 -0.93
H -0.62 4.07 -0.30
C 1.09 1.91 -0.18
O 1.57 3.10 0.54
N 1.78 1.21 -0.77
H 1.46 0.53 -1.43
C 3.30 1.30 -0.79
H 3.54 2.05 -0.28
C 3.77 -0.05 -0.01
N 5.15 -0.39 -0.13
C 5.91 0.63 0.65
C 7.40 0.31 0.67
H 7.93 0.47 -0.41
H 7.92 0.41 1.79
C 7.11 -1.37 0.55
H 7.54 -1.70 -0.23
H 7.56 -2.01 1.58
C 5.48 -1.49 0.60
H 5.05 -1.86 1.36
H 5.30 -2.48 -0.33
H 5.47 0.85 1.61
H 6.06 1.61 0.16
H 3.35 -1.06 -0.49
H 3.51 -0.22 1.06
H 3.80 1.33 -1.82
H -0.53 -0.14 -0.53
H -4.31 -3.21 -0.46
H -5.34 -2.38 -1.61
```

Calculated values
Total energy: -40554.6717 eV
Gap between HOMO and LUMO: 8.1 eV
Multiplicity: 1
Energy relative to the best compared isomer or geometry (same formula, charge and spin): 434.7 kcal per mole
LUMO level: 0.1447 eV
Total charge: 0
Molar mass: 379.5 g mol⁻¹
Strongest force on any atom: 19.75 eV/A

Mulliken atomic charge list, values in e, 8 entries: -1.066, 0.245, 0.191, 0.358, -0.114, -0.096, -0.117, 0.092

[5]
DFT (wB97M-V/def2-TZVPD) results for a cluster of 2 separate species, C22H25N4O3 in total at a distorted geometry.

```
54
C22H25N4O3 (wB97M-V/def2-TZVPD)
C 2.70 -0.06 4.05
C 1.40 0.66 3.81
C 0.28 -0.13 3.38
C -1.06 0.17 3.81
C -1.53 1.51 3.91
C -2.87 1.77 4.19
C -3.75 0.72 4.48
C -3.29 -0.60 4.47
C -1.97 -0.88 4.13
O 1.33 1.90 3.95
H 2.75 -1.01 3.50
H 3.53 0.59 3.75
H 2.82 -0.27 5.12
H 0.49 -1.15 3.04
H -0.82 2.32 3.76
H -3.22 2.80 4.19
H -4.80 0.93 4.72
H -3.96 -1.42 4.73
H -1.59 -1.91 4.13
C -1.92 0.30 0.60
C -0.56 0.37 -0.02
C 0.55 0.80 0.67
C 1.82 0.92 -0.07
O 2.25 0.08 -0.88
N 2.55 2.08 0.15
C 3.81 2.26 -0.52
C 2.18 3.12 1.08
N -0.50 -0.14 -1.31
N -0.48 0.70 -2.27
C -0.48 0.09 -3.58
N -0.42 -1.28 -3.57
C -0.48 -2.09 -4.70
C -0.90 -3.43 -4.55
C -1.01 -4.25 -5.68
C -0.66 -3.76 -6.95
C -0.24 -2.43 -7.09
C -0.16 -1.59 -5.98
O -0.54 0.85 -4.54
H -1.98 0.88 1.53
H -2.66 0.69 -0.11
H -2.18 -0.74 0.84
H 0.43 1.30 1.62
H 3.79 1.72 -1.48
H 3.97 3.33 -0.69
H 4.64 1.87 0.08
H 1.10 3.33 1.02
H 2.40 2.84 2.13
H 2.74 4.03 0.83
H -0.41 -1.68 -2.63
H -1.16 -3.79 -3.56
H -1.36 -5.28 -5.55
H -0.74 -4.41 -7.82
H 0.03 -2.04 -8.07
H 0.13 -0.55 -6.09
```

Calculated values
Total energy: -35322.1453 eV
Gap between HOMO and LUMO: 4.8 eV
Multiplicity: 1
LUMO level: 1.8755 eV
Total charge: -1
Molar mass: 393.5 g mol⁻¹
Strongest force on any atom: 3.25 eV/A

Mulliken atomic charge list, values in e, 8 entries: -1.502, 1.143, -1.436, 1.067, -0.454, -0.413, -0.512, -0.427

[6]
DFT (wB97M-V/def2-TZVPD) results for a structure of composition C22H25N5O7P2RuS at a distorted geometry.

```
63
C22H25N5O7P2RuS (wB97M-V/def2-TZVPD)
Ru 0.25 -0.45 0.92
C -0.41 4.52 -1.96
C -1.48 4.63 -0.89
N -1.98 3.33 -0.49
C -1.20 2.48 0.25
S -2.01 1.42 1.36
N 0.09 2.51 0.13
N 0.76 1.56 0.77
C 1.94 1.80 1.37
C 2.71 3.05 1.04
C 2.30 0.87 2.35
C 3.49 0.89 3.12
C 3.66 0.01 4.14
C 2.64 -0.92 4.43
C 1.53 -0.95 3.61
N 1.35 -0.11 2.60
H -0.06 5.51 -2.24
H -0.80 4.02 -2.84
H 0.42 3.94 -1.57
H -2.34 5.19 -1.27
H -1.07 5.15 -0.02
H -2.95 3.29 -0.20
H 2.50 3.34 0.02
H 3.78 2.88 1.14
H 2.43 3.87 1.70
H 4.26 1.61 2.87
H 4.57 0.02 4.72
H 2.74 -1.61 5.25
H 0.75 -1.69 3.76
O 2.80 -2.08 1.28
P 2.59 -1.84 -0.31
O 3.70 -2.41 -1.09
O 2.20 -0.40 -0.47
O 1.23 -2.73 -0.60
P 0.28 -3.41 0.51
O 1.30 -4.48 1.22
O -0.82 -4.13 -0.14
O -0.03 -2.42 1.62
H 3.03 -3.00 1.41
H 1.11 -5.32 0.79
C -5.14 -1.75 0.02
C -4.25 -1.85 1.08
C -2.91 -1.56 0.91
C -2.42 -1.16 -0.35
C -3.34 -1.08 -1.41
C -4.67 -1.36 -1.22
N -1.12 -0.80 -0.52
C -0.60 -0.87 -1.80
C -0.77 -2.03 -2.56
C -0.26 -2.11 -3.83
C 0.41 -1.03 -4.39
C 0.57 0.13 -3.65
C 0.09 0.22 -2.36
H -6.19 -1.97 0.17
H -4.61 -2.15 2.06
H -2.22 -1.65 1.74
H -2.99 -0.75 -2.38
H -5.35 -1.28 -2.06
H -1.26 -2.88 -2.10
H -0.37 -3.02 -4.40
H 0.80 -1.09 -5.39
H 1.09 0.98 -4.08
H 0.21 1.13 -1.79
```

Calculated values
Expectation value of S²: 0.80
Total energy: -77006.5071 eV
Gap between HOMO and LUMO (alpha / beta): 6.4 / 5.9 eV
Multiplicity: 2
Energy relative to the best compared isomer or geometry (same formula, charge and spin): 43.2 kcal per mole
LUMO level (alpha / beta): 1.8828 / 1.1997 eV
Total charge: -1
Molar mass: 666.6 g mol⁻¹
Strongest force on any atom: 4.12 eV/A

Mulliken atomic charge list, values in e, 8 entries: 0.125, -0.861, -0.444, -0.202, -0.025, -0.443, -0.988, 1.247

[7]
DFT (wB97M-V/def2-TZVPD) results for a cluster of 4 separate species, C22H25N6O6PS in total at a distorted geometry.

```
61
C22H25N6O6PS (wB97M-V/def2-TZVPD)
C -0.27 -2.32 3.98
C 0.92 -1.50 3.58
O 1.76 -1.86 2.80
O 1.07 -0.26 4.20
C 0.93 0.85 3.32
C -0.53 1.19 3.00
N -1.17 1.60 4.22
O -1.22 0.17 2.25
C -0.56 0.22 1.02
O -0.35 -0.69 0.31
O -0.21 1.52 0.80
C -0.68 2.29 1.94
N 0.13 3.47 2.18
C 0.27 4.21 1.21
S 0.19 5.15 -0.03
P -2.46 2.88 1.49
N -2.87 1.83 0.20
O -3.48 2.49 2.74
H -1.19 -1.91 3.57
H -0.17 -3.33 3.61
H -0.38 -2.34 5.07
H 1.36 1.72 3.80
H 1.55 0.67 2.43
H -0.71 1.22 5.04
H -1.19 2.60 4.30
H -2.82 0.85 0.49
H -3.86 1.96 -0.03
H -3.37 1.54 2.92
N 0.47 -6.19 1.33
C 1.43 -7.11 1.29
C 2.78 -6.82 1.40
C 3.16 -5.49 1.56
C 2.17 -4.52 1.61
C 0.85 -4.92 1.49
H 1.10 -8.13 1.16
H 3.52 -7.61 1.36
H 4.20 -5.22 1.64
H 2.42 -3.48 1.73
H 0.05 -4.20 1.52
N -3.26 2.12 -3.22
C -3.66 2.34 -4.48
C -2.98 1.89 -5.60
C -1.81 1.17 -5.41
C -1.38 0.92 -4.12
C -2.13 1.42 -3.07
H -4.58 2.91 -4.57
H -3.36 2.11 -6.59
H -1.25 0.80 -6.26
H -0.47 0.37 -3.93
H -1.83 1.25 -2.04
N 2.41 3.43 -4.09
C 1.78 3.34 -2.93
C 1.54 2.14 -2.27
C 1.99 0.97 -2.85
C 2.65 1.04 -4.07
C 2.83 2.29 -4.64
H 1.44 4.28 -2.50
H 1.02 2.13 -1.32
H 1.83 0.01 -2.37
H 3.02 0.16 -4.57
H 3.35 2.40 -5.59
```

Calculated values
Total energy: -64568.5116 eV
Gap between HOMO and LUMO: 9.0 eV
Multiplicity: 1
SMILES string: CC(=O)OC[C@]1(N)OC(=O)O[C@@]1(N=C=S)P(N)O.c1ccncc1.c1ccncc1.c1ccncc1
LUMO level: -0.3148 eV
Total charge: 0
Molar mass: 532.5 g mol⁻¹
Strongest force on any atom: 2.64 eV/A

Mulliken atomic charge list, values in e, 8 entries: -0.947, 0.828, -0.477, -0.446, -1.458, 0.726, -0.503, -0.534

[8]
DFT (wB97M-V/def2-TZVPD) results for an isolated molecule of C22H25NO.

```
49
C22H25NO (wB97M-V/def2-TZVPD)
O -1.21 -1.08 1.54
H -1.25 -0.33 2.15
C -1.55 -0.63 0.24
C -3.06 -0.40 0.11
C -3.94 -0.94 1.03
C -5.30 -0.74 0.90
C -5.79 -0.01 -0.16
C -4.92 0.53 -1.09
C -3.56 0.34 -0.96
H -2.88 0.77 -1.68
H -5.30 1.11 -1.92
H -6.86 0.15 -0.27
H -5.98 -1.17 1.62
H -3.55 -1.52 1.85
C -0.83 0.68 -0.06
C 0.04 0.85 -1.13
C 0.67 2.08 -1.32
C 0.43 3.13 -0.47
C -0.45 2.97 0.59
C -1.08 1.75 0.78
H -1.78 1.65 1.60
H -0.66 3.79 1.26
H 0.92 4.08 -0.62
H 1.34 2.19 -2.16
H 0.25 0.05 -1.81
C -1.18 -1.80 -0.70
C 0.24 -2.07 -0.64
C 1.42 -2.25 -0.54
C 2.86 -2.35 -0.41
N 3.45 -1.03 -0.27
C 3.01 -0.37 0.94
C 3.47 1.08 0.94
C 4.99 1.15 0.84
C 5.43 0.38 -0.40
C 4.89 -1.05 -0.35
H 5.34 -1.58 0.52
H 5.18 -1.59 -1.26
H 5.03 0.87 -1.29
H 6.52 0.35 -0.48
H 5.44 0.70 1.73
H 5.32 2.18 0.78
H 3.02 1.59 0.09
H 3.13 1.58 1.86
H 3.41 -0.88 1.84
H 1.92 -0.41 0.98
H 3.27 -2.81 -1.32
H 3.10 -3.01 0.45
H -1.49 -1.57 -1.72
H -1.73 -2.68 -0.36
```

Calculated values
Total energy: -26755.9373 eV
Gap between HOMO and LUMO: 9.4 eV
Multiplicity: 1
Energy relative to the best compared isomer or geometry (same formula, charge and spin): 53.1 kcal per mole
SMILES string: OC(CC#CCN1CCCCC1)(c1ccccc1)c1ccccc1
LUMO level: 0.7743 eV
Total charge: 0
Molar mass: 319.4 g mol⁻¹
Strongest force on any atom: 0.65 eV/A

Mulliken atomic charge list, values in e, 8 entries: -0.698, 0.569, 2.291, -0.438, -0.383, -0.764, -0.438, -0.804

[9]
DFT (wB97M-V/def2-TZVPD) results for an isolated molecule of C22H25NO2 at a distorted geometry.

```
50
C22H25NO2 (wB97M-V/def2-TZVPD)
C -3.56 -0.13 0.30
C -2.10 -0.31 0.34
C -1.00 0.08 -0.52
C -1.04 -0.62 -1.93
C -0.66 0.12 -3.14
C -0.87 1.52 -3.22
C -0.55 2.18 -4.41
C -0.03 1.48 -5.51
C 0.10 0.08 -5.44
C -0.27 -0.61 -4.28
O -1.67 -1.69 -2.06
O -1.52 -0.75 1.40
H -3.83 0.90 0.08
H -4.09 -0.77 -0.40
H -3.98 -0.38 1.29
H -1.07 1.15 -0.77
H -1.31 2.05 -2.38
H -0.71 3.26 -4.47
H 0.27 2.02 -6.42
H 0.47 -0.49 -6.28
H -0.27 -1.70 -4.25
C 0.84 2.33 3.82
C -0.29 2.62 2.84
C 0.02 2.12 1.43
N 0.46 0.72 1.49
C 0.10 -0.20 0.38
C 0.60 -1.73 0.57
C 0.51 -2.38 1.77
C 1.10 -3.64 1.90
C 1.80 -4.18 0.81
C 1.94 -3.46 -0.40
C 1.35 -2.22 -0.51
C 1.68 0.50 2.26
C 1.41 0.93 3.72
H 1.64 3.05 3.63
H 0.46 2.52 4.82
H -1.25 2.19 3.18
H -0.45 3.70 2.75
H -0.86 2.34 0.79
H 0.89 2.65 0.98
H 0.90 -0.15 -0.42
H 0.06 -1.88 2.62
H 0.99 -4.15 2.86
H 2.24 -5.17 0.90
H 2.51 -3.90 -1.23
H 1.50 -1.60 -1.40
H 1.97 -0.57 2.29
H 2.52 1.06 1.80
H 2.35 0.85 4.26
H 0.71 0.22 4.18
```

Calculated values
Total energy: -28801.1416 eV
Gap between HOMO and LUMO: 7.4 eV
Multiplicity: 1
Energy relative to the best compared isomer or geometry (same formula, charge and spin): 93.2 kcal per mole
SMILES string: CC(=O)[C@H](C(=O)c1ccccc1)[C@H](c1ccccc1)N1CCCCC1
LUMO level: -0.0719 eV
Total charge: 0
Molar mass: 335.4 g mol⁻¹
Strongest force on any atom: 8.10 eV/A

Mulliken atomic charge list, values in e, 8 entries: -1.641, 0.493, 1.646, -0.181, 0.282, -0.315, -0.679, -0.404

- Among the records above, which one has the highest multiplicity?
  C22H25N5O7P2RuS

- Which formula does entry 2 have?
  C22H25N3O3S

- What is the strongest force on any atom in the first record?
  0.55 eV/A